{
  "formula": "C10H10",
  "method": "ωB97M-V/def2-TZVPD",
  "de_lowest_kcal_mol": 29.9,
  "fmax_ev_per_a": 9.41,
  "homo_ev": -6.94,
  "energy_ev": -10527.6980,
  "homo_lumo_gap_ev": 6.38,
  "mol_weight_g_mol": 130.19,
  "e_lumo_ev": -0.56,
  "species": ["C", "C", "C", "C", "C", "C", "C", "C", "C", "C", "H", "H", "H", "H", "H", "H", "H", "H", "H", "H"],
  "xyz": [[-0.9912, -0.5939, 2.6597], [0.0117, -0.2433, 1.7678], [0.2769, 1.1780, 1.8307], [0.9098, 1.6730, 0.6569], [1.1962, 1.0626, -0.4665], [1.1811, -0.3584, -0.5653], [0.4084, -1.0352, 0.5252], [0.0458, -2.3658, 0.3447], [1.7074, 2.3300, -1.1970], [1.2550, 3.0619, 0.1320], [-1.5834, 0.0848, 3.2529], [-1.5704, -1.5431, 2.5587], [0.0367, 1.7639, 2.6752], [1.4710, -0.8484, -1.4382], [0.1372, -2.9104, -0.5483], [-0.3629, -2.8519, 1.1486], [1.0975, 2.4904, -2.1137], [2.7328, 2.3768, -1.4473], [2.1365, 3.5017, 0.6136], [0.4877, 3.8108, 0.1937]]
}

=====

{
  "formula": "C10H10BBrF4Sn",
  "method": "ωB97M-V/def2-TZVPD",
  "de_lowest_kcal_mol": 37.5,
  "fmax_ev_per_a": 3.57,
  "homo_ev": -8.96,
  "energy_ev": -97953.6347,
  "homo_lumo_gap_ev": 7.16,
  "mol_weight_g_mol": 415.61,
  "e_lumo_ev": -1.80,
  "species": ["C", "C", "C", "H", "C", "C", "H", "H", "H", "H", "Sn", "Br", "C", "C", "C", "H", "C", "C", "H", "H", "H", "H", "F", "B", "F", "F", "F"],
  "xyz": [[-1.7207, 0.4842, -1.4996], [-0.8849, 1.6452, -1.3817], [0.4153, 1.2996, -1.8884], [-1.1661, 2.5911, -0.9219], [0.3817, -0.0573, -2.3314], [-0.9285, -0.5787, -2.0749], [-1.2542, -1.6013, -2.2578], [-2.7577, 0.4099, -1.1781], [1.2920, 1.9413, -1.8805], [1.2159, -0.6187, -2.7488], [-0.0033, 0.0155, -0.0040], [0.9977, 2.2649, 1.1413], [0.2032, -1.1258, 2.0292], [-0.3726, -2.0194, 1.0730], [-1.6596, -1.4846, 0.6971], [0.0939, -2.9116, 0.6546], [-1.8540, -0.2504, 1.4131], [-0.7171, -0.0550, 2.2597], [-0.5546, 0.8020, 2.9125], [1.1943, -1.2146, 2.4683], [-2.3364, -1.9205, -0.0376], [-2.7035, 0.4261, 1.3191], [2.0482, 0.1222, 0.2639], [3.4989, 0.5836, 0.6249], [3.5442, 0.7190, 1.9745], [4.0240, -0.5875, 0.1462], [3.7600, 1.6786, -0.1332]]
}